This record from OMol25 describes a molecular structure, C28H41GeIN8OTeW. The level of theory is ωB97M-V with the def2-TZVPD basis set.

Calculated values
spin multiplicity: 1
electronic energy: -117394.069 eV
HOMO: -12.227 eV
LUMO energy: -5.61 eV
frontier orbital gap: 6.6 eV
charge: +2
energy above the lowest of the compared OMol25 structures with the same formula, charge and spin: 66.46 kJ/mol

XYZ file:
```
82
Properties=species:S:1:pos:R:3:forces:R:3
W 0.8403 -0.1938 0.2677 -0.1 0.0 -0.1
C -3.3429 -2.6828 -0.5997 0.0 -0.1 0.0
N -2.0942 -3.1924 -1.1685 0.0 0.1 0.0
C -2.1594 -4.3382 -2.0777 0.0 0.0 0.0
C -0.9637 -2.4934 -0.9905 0.0 0.0 -0.1
N -0.8188 -1.5809 -0.0604 0.0 -0.1 0.1
N 0.0688 -2.7477 -1.8656 0.0 0.0 0.1
C 1.3951 -2.7053 -1.4611 -0.2 -0.1 0.1
N 2.2664 -3.3395 -2.2515 0.1 0.0 0.1
N 1.6891 -2.1270 -0.3430 0.1 0.3 -0.3
H -4.1579 -3.3149 -0.9368 0.0 0.0 0.0
H -3.5319 -1.6636 -0.9436 0.0 0.0 0.0
H -3.3331 -2.7131 0.4911 0.0 0.0 0.0
H -3.0364 -4.9268 -1.8283 0.0 0.0 0.0
H -1.2908 -4.9819 -1.9467 0.0 0.0 0.0
H -2.2437 -4.0259 -3.1219 0.0 0.0 0.0
H -1.4499 -1.7608 0.7090 0.0 0.0 0.0
H -0.1462 -3.1931 -2.7420 0.0 0.0 0.0
H 1.9872 -3.8419 -3.0759 0.0 0.0 0.0
H 3.2478 -3.1321 -2.1312 0.0 0.0 0.0
H 2.6797 -2.2209 -0.1345 0.0 -0.1 0.1
C 3.1849 3.5856 1.2264 0.0 -0.1 -0.1
C 2.4126 4.2270 2.1761 0.0 0.0 0.0
C 1.1492 3.7309 2.4300 0.0 0.1 0.0
C 0.7000 2.6156 1.7397 -0.2 -0.1 0.0
N 1.4618 1.9584 0.8472 0.0 -0.1 0.0
C 2.6875 2.4568 0.6037 0.0 0.1 0.1
C -0.6663 2.0951 1.8960 0.2 0.1 0.0
C -1.6271 2.7894 2.6230 0.0 0.0 0.0
C -2.9184 2.3142 2.6933 0.0 0.0 0.0
C -3.2232 1.1657 1.9832 0.1 -0.1 -0.1
C -2.2214 0.5372 1.2726 0.0 0.1 0.1
N -0.9416 0.9527 1.2377 0.0 0.0 -0.1
H 4.1770 3.9359 0.9804 0.0 0.0 0.0
H 2.7854 5.0925 2.7062 0.0 0.0 0.0
H 0.5197 4.2107 3.1627 0.0 0.0 0.0
H 3.2834 1.9050 -0.1008 0.1 0.0 0.0
H -1.3638 3.7103 3.1184 0.0 0.0 0.0
H -3.6740 2.8378 3.2624 0.0 0.0 0.0
H -4.2260 0.7635 1.9630 0.0 0.0 0.0
H -2.4724 -0.3149 0.6702 0.0 0.0 0.0
C -1.5104 -3.3932 2.6259 0.0 0.0 0.0
Ge 0.3587 -2.9101 2.9757 0.0 0.0 0.0
C 0.6040 -2.7341 4.8962 0.0 0.0 0.0
C 1.5396 -4.2495 2.2101 0.0 0.0 -0.1
C 0.6650 -1.0838 2.2490 0.0 0.0 0.0
H -1.7818 -4.2124 3.2932 0.0 0.0 0.0
H -1.6635 -3.7503 1.6055 0.0 0.0 0.0
H -2.1841 -2.5591 2.8422 0.0 0.0 0.0
H 0.4139 -3.6829 5.3978 0.0 0.0 0.0
H -0.0819 -1.9891 5.3013 0.0 0.0 0.0
H 1.6247 -2.4287 5.1271 0.0 0.0 0.0
H 1.2910 -5.2285 2.6205 0.0 0.0 0.0
H 2.5804 -4.0363 2.4516 0.0 0.0 0.0
H 1.4288 -4.2864 1.1270 0.0 -0.1 0.0
H 0.2080 -0.4013 2.9728 0.0 0.0 0.0
C -2.0587 1.7180 -1.9458 0.0 0.0 0.0
Te -0.2566 0.6165 -2.2605 -0.1 -0.1 0.0
C 0.6552 2.5127 -2.5894 0.0 0.0 0.1
C -0.4757 3.4991 -2.7397 0.0 0.0 0.0
C -0.2207 4.7928 -3.1890 0.0 0.0 0.0
C -1.2560 5.7011 -3.3252 0.0 0.0 0.0
C -2.5575 5.3206 -3.0211 0.0 0.0 0.0
C -2.8167 4.0341 -2.5813 0.0 0.0 0.0
C -1.7773 3.1182 -2.4356 0.0 0.0 0.0
H -2.2924 1.6994 -0.8839 -0.1 0.1 0.0
H -2.8742 1.2492 -2.4936 0.0 0.0 0.0
H 1.2718 2.4690 -3.4858 0.0 0.0 0.0
H 1.2932 2.7194 -1.7320 0.0 0.0 0.0
H 0.7910 5.0863 -3.4414 0.0 0.0 0.0
H -1.0509 6.7016 -3.6812 0.0 0.0 0.0
H -3.3711 6.0233 -3.1395 0.0 0.0 0.0
H -3.8337 3.7339 -2.3594 0.0 0.0 0.0
N 3.1684 -0.1632 -2.9880 -0.1 0.0 0.0
C 3.3879 -0.2600 -1.6148 0.0 -0.1 0.1
O 2.3992 0.2975 -0.9074 0.1 0.1 0.0
C 4.4464 -0.8845 -1.0716 0.0 0.0 0.0
I 2.7589 -0.6139 2.4179 0.0 0.0 0.0
H 2.7287 0.7038 -3.2584 0.0 0.0 0.0
H 3.9841 -0.3496 -3.5540 0.0 0.0 0.0
H 5.2629 -1.2219 -1.6946 0.0 0.0 0.0
H 4.5687 -0.9512 -0.0007 -0.1 0.0 0.0
```
Forces are in eV/Å.

---

This record from OMol25 describes a molecular structure, C28H42As2Ca2F15NO23 at a distorted geometry. The level of theory is ωB97M-V with the def2-TZVPD basis set.

Calculated values
spin multiplicity: 1
electronic energy: -277607.771 eV
HOMO: -7.941 eV
LUMO energy: -5.59 eV
frontier orbital gap: 2.4 eV
charge: 0
energy above the lowest of the compared OMol25 structures with the same formula, charge and spin: 1322.44 kJ/mol

XYZ file:
```
113
Properties=species:S:1:pos:R:3:forces:R:3
Ca 3.0167 -1.4156 4.2079 -0.2 -1.2 -0.4
Ca 6.2487 3.6353 -1.2729 -0.8 -1.1 1.0
As 4.4962 4.1332 4.1020 0.0 0.7 -1.2
F 4.3415 3.9015 5.8057 -0.1 0.0 -0.4
F 4.8208 5.8372 4.1931 -0.5 -0.4 0.6
F 4.7942 4.4496 2.2930 -0.5 -1.0 0.7
F 4.2130 2.3931 3.7763 0.2 0.9 0.1
F 2.7102 4.4051 3.9752 2.2 -0.3 -0.2
F 6.2394 3.8603 4.2378 -1.0 -0.3 -0.2
As 1.1183 1.1023 -0.8862 1.4 0.0 0.7
F 1.6378 -0.3823 -1.7313 -0.4 1.4 0.8
F -0.4548 0.4528 -0.7056 0.0 -0.1 0.1
F 0.6383 2.5362 0.0288 0.4 -0.8 -0.6
F 2.7653 1.7614 -1.0941 -0.2 -0.1 0.2
F 0.7074 1.9372 -2.3969 0.1 -0.8 0.9
F 1.7310 0.3865 0.7535 -0.8 0.5 -1.9
C 1.8359 -5.7821 4.5157 3.3 2.8 -0.3
O 1.4986 -4.7752 3.5206 -1.4 -0.2 -0.3
O 2.7762 -5.0765 5.2998 -2.4 -1.2 -0.2
C 0.6198 -6.6441 5.0775 1.2 0.6 1.3
F 0.4490 -6.5662 6.3932 0.3 0.8 1.1
F -0.5767 -6.5424 4.5704 -2.0 1.7 -1.4
F 0.8991 -7.9014 4.8531 1.5 -2.4 -0.5
C 0.9080 -5.2283 2.3004 -0.7 1.3 0.0
C 1.8901 -5.7487 1.2774 0.3 -0.4 0.7
H 2.5037 -6.5607 1.6676 -0.3 -0.4 0.0
H 1.3232 -6.0942 0.4129 0.4 0.1 -0.2
H 2.6388 -4.9854 1.0657 -0.3 0.2 -0.5
H 0.4459 -4.3232 1.9060 0.3 0.4 -0.3
H -0.0235 -5.7776 2.4365 0.5 -1.0 0.3
H 2.4132 -6.4941 3.9259 -0.1 -0.8 0.1
N 7.1538 -0.6866 1.1856 -2.5 1.1 2.1
O 6.8650 0.1154 0.2876 -1.7 0.6 -3.1
O 6.3250 -1.5061 1.6542 -0.7 -0.6 -1.1
O 8.1332 -0.4494 1.7951 4.3 -0.3 1.9
C -3.9709 3.5083 3.1010 1.0 0.0 -0.9
C -4.9256 3.2011 1.9067 0.3 4.4 3.9
C -4.8531 1.8871 1.3779 0.1 -2.0 -2.1
O -6.2049 1.4388 1.4785 0.4 -2.8 -1.0
C -6.9830 2.2885 2.1001 -2.5 0.3 1.5
O -8.1725 2.1685 2.3137 1.7 -0.1 -0.6
O -6.2488 3.2847 2.5523 0.8 1.1 -0.5
H -3.8530 4.5892 3.1776 -0.5 -0.1 0.7
H -2.9390 3.1817 2.9721 0.2 -0.2 -0.9
H -4.1841 2.9711 4.0252 -0.9 0.4 0.0
H -4.8702 4.0590 1.2366 0.0 -0.3 -0.4
H -4.0481 1.3602 1.8903 -0.7 -1.0 0.4
H -4.6268 1.8095 0.3145 0.2 0.3 0.0
C -5.5717 -0.7891 6.4628 1.1 0.0 -1.1
C -4.2717 -1.5421 6.7543 -2.7 0.7 3.8
C -4.1283 -2.8431 6.0766 0.9 -2.1 -1.9
O -2.9622 -2.6561 5.2197 0.4 3.0 1.0
C -2.4457 -1.3639 5.5466 3.1 -0.8 -0.9
O -1.3742 -0.9380 5.0990 -3.2 -1.1 1.0
O -3.1723 -0.7513 6.5217 2.3 -0.1 -3.0
H -6.4009 -1.4899 6.5597 -0.2 0.5 0.0
H -5.4175 -0.4570 5.4362 -0.6 -0.5 -0.6
H -5.6824 0.1969 6.9141 -0.1 -0.5 0.9
H -4.1465 -1.6891 7.8270 -0.7 -0.4 0.3
H -4.9306 -3.2121 5.4376 -0.4 0.8 -0.2
H -3.9404 -3.7305 6.6811 0.3 0.4 0.6
C 2.4169 4.2355 -8.7875 -0.1 1.5 1.0
C 2.3826 2.9921 -7.9249 0.3 -0.1 -2.5
C 3.2475 1.8525 -8.4481 0.8 -0.7 1.0
O 4.4926 1.9171 -7.6251 -1.3 1.0 0.9
C 4.1681 2.6454 -6.5240 1.4 1.0 1.6
O 4.8825 2.8432 -5.5177 -2.1 -0.8 -3.1
O 2.9493 3.2487 -6.6896 1.2 -0.1 2.2
H 2.0641 4.1532 -9.8155 0.0 -0.3 0.2
H 3.3411 4.8110 -8.7343 0.6 -0.6 -0.4
H 1.7875 4.9257 -8.2258 -0.6 0.2 -0.4
H 1.3220 2.7493 -7.8595 0.2 -0.6 0.5
H 3.5667 1.9387 -9.4867 -0.3 -0.3 0.2
H 2.8141 0.9064 -8.1239 0.0 -0.2 -0.8
C 6.4229 -3.4853 -3.8853 -0.1 -0.2 -0.3
C 6.0576 -4.4553 -5.0133 -1.0 1.5 -0.2
C 5.0500 -3.8488 -6.0037 0.5 0.5 -1.0
O 5.7308 -3.9865 -7.2739 0.9 0.0 -0.1
C 7.0431 -4.4050 -7.0693 1.2 -1.2 -7.2
O 7.8815 -4.6458 -8.0193 -4.0 1.7 4.4
O 7.2239 -4.7050 -5.8593 0.3 -0.8 4.1
H 5.5997 -3.3042 -3.1941 0.0 -0.7 0.2
H 6.5568 -2.4689 -4.2555 0.5 -0.1 -0.5
H 7.3280 -3.8283 -3.3839 -0.2 0.1 0.2
H 5.5122 -5.3474 -4.7052 1.3 -0.6 0.4
H 4.8230 -2.7905 -5.8747 0.3 0.1 0.3
H 4.0850 -4.3550 -6.0289 0.2 -0.3 -0.2
C -4.9209 -4.4216 0.4117 0.2 0.6 -1.1
C -6.2964 -3.8651 0.6605 -0.6 1.1 0.2
C -7.2641 -3.3837 -0.4884 2.1 0.6 0.5
O -8.4440 -4.0438 -0.2847 -0.8 -2.4 1.3
C -8.2950 -4.8845 0.7761 -4.9 -4.3 1.2
O -9.2499 -5.6806 1.1125 4.9 3.9 -1.2
O -7.0684 -4.8276 1.3578 -2.0 -0.3 -0.7
H -4.5256 -5.0075 1.2415 -0.1 0.4 0.1
H -4.2941 -3.5646 0.1653 0.4 -0.1 0.4
H -4.8476 -5.0398 -0.4830 -0.4 -0.3 0.0
H -6.2984 -2.9578 1.2646 0.8 -0.3 0.6
H -6.8092 -3.6358 -1.4463 -0.4 0.5 -0.3
H -7.5544 -2.3585 -0.2587 0.9 0.4 -1.0
C -2.1245 8.6940 -1.1084 0.5 0.9 -0.3
C -0.9853 7.6870 -0.8030 -1.1 2.6 -0.7
C -0.5341 7.0152 -2.1079 -1.1 -2.5 1.9
O 0.6500 7.6097 -2.4567 1.4 1.2 -0.3
C 1.1599 8.3147 -1.4123 2.4 1.9 -1.5
O 2.2441 8.9103 -1.5297 -3.2 -2.0 1.1
O 0.2898 8.3394 -0.4028 -0.7 -0.3 0.3
H -1.9387 9.2374 -2.0348 0.0 0.0 -0.1
H -2.3287 9.4527 -0.3529 0.4 -0.1 0.3
H -3.0763 8.1730 -1.2113 0.2 -0.4 -0.2
H -1.4831 7.1914 0.0305 1.4 -1.1 0.0
H -1.2426 7.0022 -2.9361 0.0 0.2 0.2
H -0.2900 6.0019 -1.7888 -0.2 -0.5 -0.6
```
Forces are in eV/Å.